[1]
{"formula": "C17H27N3O3S", "method": "ωB97M-V/def2-TZVPD", "e_homo_ev": -7.54, "max_force_ev_per_a": 1.100, "smiles": "CCCCCC(=O)Nc1ccc(N2CCN(S(C)(=O)=O)CC2)cc1", "e_above_lowest_kcal_mol": 36.2, "species": ["S", "O", "O", "O", "N", "N", "N", "C", "C", "C", "C", "C", "C", "C", "C", "C", "C", "C", "C", "C", "C", "C", "C", "C", "H", "H", "H", "H", "H", "H", "H", "H", "H", "H", "H", "H", "H", "H", "H", "H", "H", "H", "H", "H", "H", "H", "H", "H", "H", "H", "H"], "coordinates": [[-6.44, 0.62, 0.53], [3.39, -2.54, 0.30], [-6.00, 0.63, 1.89], [-6.39, 1.84, -0.22], [2.74, -0.48, -0.45], [-2.86, -0.62, -0.45], [-5.70, -0.61, -0.35], [-4.93, -1.54, 0.45], [3.66, -1.42, -0.08], [6.82, 0.50, 1.08], [5.09, -0.90, -0.17], [-0.73, -1.66, 0.01], [0.64, -1.67, 0.01], [-4.98, -0.19, -1.53], [-1.47, -0.55, -0.43], [-3.60, 0.38, -1.19], [-8.15, 0.02, 0.50], [-0.75, 0.56, -0.87], [5.39, -0.03, 1.07], [0.63, 0.56, -0.88], [-3.54, -0.98, 0.78], [1.35, -0.55, -0.44], [6.35, 2.81, 0.11], [7.14, 1.51, -0.02], [-3.08, 0.61, -2.12], [-1.27, 1.45, -1.21], [-1.25, -2.55, 0.33], [-3.68, -0.10, 1.42], [-2.96, -1.72, 1.32], [7.51, -0.34, 1.00], [6.69, 3.53, -0.64], [5.76, -1.75, -0.18], [-8.17, -0.95, 0.98], [5.22, -0.32, -1.08], [-5.59, 0.58, -2.02], [7.00, 0.97, 2.05], [-5.48, -1.73, 1.37], [4.68, 0.80, 1.12], [5.23, -0.65, 1.96], [-8.46, -0.04, -0.53], [5.29, 2.64, -0.04], [6.97, 1.07, -1.00], [-8.76, 0.73, 1.05], [1.16, 1.43, -1.23], [-3.74, 1.31, -0.61], [8.21, 1.75, 0.04], [-4.88, -1.06, -2.19], [6.49, 3.25, 1.09], [3.11, 0.41, -0.77], [-4.84, -2.47, -0.12], [1.19, -2.53, 0.35]], "lowdin_charge": [0.6090, 0.0722, -0.2969, -0.2960, 0.1247, -0.1065, -0.2443, -0.1791, -0.4773, -0.2216, -0.1118, -0.0117, -0.0033, -0.1804, -0.2344, -0.1564, -0.1179, -0.0232, -0.2011, -0.0278, -0.1391, -0.2252, -0.1093, -0.2680, 0.1268, 0.1021, 0.1100, 0.1254, 0.1180, 0.1101, 0.0692, 0.1264, 0.0607, 0.1105, 0.1141, 0.1101, 0.1169, 0.1021, 0.1216, 0.0624, 0.0580, 0.0954, 0.0646, 0.1094, 0.1309, 0.1045, 0.1316, 0.0753, 0.1379, 0.1313, 0.1003]}

[2]
{"formula": "C5H5N", "method": "ωB97M-V/def2-TZVPD", "e_homo_ev": -9.73, "max_force_ev_per_a": 0.239, "smiles": "c1ccncc1", "e_above_lowest_kcal_mol": 0.0, "species": ["N", "C", "C", "C", "C", "C", "H", "H", "H", "H", "H"], "coordinates": [[0.20, -1.58, -0.21], [-0.15, 1.17, 0.18], [1.13, 0.62, 0.06], [-1.02, -1.03, -0.16], [1.24, -0.76, -0.10], [-1.24, 0.32, 0.07], [-2.26, 0.71, 0.14], [-1.86, -1.71, -0.30], [2.22, -1.23, -0.12], [-0.28, 2.23, 0.36], [2.01, 1.25, 0.07]], "lowdin_charge": [0.0485, -0.0857, -0.0778, -0.1589, -0.1583, -0.0776, 0.1001, 0.1026, 0.1027, 0.1043, 0.1002]}

[3]
{"formula": "C24H43CeCl2N4O4Si", "method": "ωB97M-V/def2-TZVPD", "e_homo_ev": [-7.90, -7.90], "s2": 0.751, "multiplicity": 2, "max_force_ev_per_a": 3.977, "e_above_lowest_kcal_mol": 191.3, "species": ["Ce", "Cl", "Cl", "Si", "O", "O", "O", "O", "N", "N", "N", "N", "C", "C", "C", "C", "C", "C", "C", "C", "C", "C", "C", "C", "C", "C", "C", "C", "C", "C", "C", "C", "C", "C", "C", "C", "H", "H", "H", "H", "H", "H", "H", "H", "H", "H", "H", "H", "H", "H", "H", "H", "H", "H", "H", "H", "H", "H", "H", "H", "H", "H", "H", "H", "H", "H", "H", "H", "H", "H", "H", "H", "H", "H", "H", "H", "H", "H", "H"], "coordinates": [[-0.85, 0.97, 2.43], [-3.17, 1.71, 3.42], [-1.65, -1.28, 1.09], [-0.30, 2.49, -1.91], [0.31, 3.10, 2.89], [-0.81, 0.47, -2.79], [-0.05, -0.86, 3.17], [2.43, 0.39, 0.93], [-0.10, -3.17, 3.16], [2.52, -0.68, -1.17], [0.50, 4.70, 4.59], [-0.75, 0.74, 6.44], [-2.10, -3.67, -0.28], [-0.81, -4.20, -0.16], [-0.01, -2.54, -1.75], [-1.25, -1.94, -1.84], [-1.41, -1.21, -4.26], [0.24, -3.64, -0.89], [-2.34, -2.58, -1.16], [-0.76, -4.31, 3.81], [1.11, 3.46, -0.96], [0.08, -2.51, -5.97], [-0.42, 3.00, -3.67], [-1.63, 3.47, -0.82], [-0.48, -2.12, -4.61], [-0.48, 5.30, 5.48], [2.71, 0.62, -1.84], [-2.34, -0.68, -5.26], [-1.51, -0.77, -2.80], [0.06, 4.26, 3.39], [1.75, 4.40, 5.29], [-0.61, 0.94, 5.29], [-0.71, -1.99, 3.12], [3.21, -1.85, -1.76], [2.31, -0.62, 0.21], [1.33, -3.24, 2.90], [-1.82, -2.00, 3.04], [-1.93, 0.15, -5.85], [-0.66, -5.10, 0.45], [-3.36, -2.21, -1.35], [0.82, 4.53, -1.11], [-0.38, 4.11, -3.70], [1.24, -4.09, -0.81], [2.10, 3.28, -1.43], [3.36, -2.65, -1.02], [0.40, -3.56, -5.92], [-0.18, 6.32, 5.73], [0.85, -1.97, -6.51], [-1.37, 2.62, -4.10], [1.87, -3.67, 3.76], [-1.47, 5.30, 5.01], [2.40, 5.29, 5.29], [3.18, 1.31, -1.12], [-2.66, 3.12, -0.98], [-1.72, -3.95, 4.21], [2.64, -2.26, -2.62], [0.78, -2.19, -2.42], [-2.62, -0.57, -2.64], [-0.75, -2.63, -6.66], [1.91, -1.60, 0.63], [-0.47, -3.03, -3.98], [-0.65, 4.99, 2.88], [-1.55, 4.49, -1.22], [3.34, 0.45, -2.72], [0.44, 2.55, -4.21], [1.73, 1.02, -2.16], [-2.45, -1.61, -5.85], [1.50, -3.83, 1.99], [-0.96, -5.10, 3.08], [1.43, 4.23, 6.32], [1.69, -2.23, 2.73], [-3.33, -0.43, -4.90], [-0.14, -4.71, 4.64], [4.17, -1.50, -2.17], [-0.49, 4.69, 6.38], [2.29, 3.52, 4.90], [-2.96, -4.09, 0.27], [1.20, 3.29, 0.15], [-1.45, 3.54, 0.27]], "lowdin_spin": [1.0101, -0.0033, -0.0033, 0.0000, -0.0016, 0.0001, -0.0021, 0.0003, -0.0002, 0.0000, 0.0000, 0.0004, -0.0001, -0.0001, 0.0000, 0.0000, 0.0000, 0.0000, -0.0001, 0.0000, 0.0002, 0.0000, 0.0000, 0.0002, 0.0000, 0.0000, 0.0000, 0.0000, 0.0000, 0.0000, 0.0000, -0.0017, 0.0008, 0.0000, 0.0000, -0.0001, 0.0003, 0.0000, 0.0000, 0.0000, 0.0000, 0.0000, 0.0000, 0.0000, 0.0000, 0.0000, 0.0000, 0.0000, 0.0000, 0.0000, 0.0000, 0.0000, 0.0000, 0.0000, 0.0000, 0.0000, 0.0000, 0.0000, 0.0000, 0.0000, 0.0000, 0.0000, 0.0000, 0.0000, 0.0000, 0.0000, 0.0000, 0.0000, 0.0000, 0.0000, 0.0000, 0.0000, 0.0000, 0.0000, 0.0000, 0.0000, 0.0000, 0.0001, 0.0002]}

[4]
{"formula": "C4H7NO4", "method": "ωB97M-V/def2-TZVPD", "e_homo_ev": -9.67, "max_force_ev_per_a": 1.330, "smiles": "C[C@](O)(C=O)OC(N)=O", "e_above_lowest_kcal_mol": 15.5, "species": ["O", "O", "O", "O", "N", "C", "C", "C", "C", "H", "H", "H", "H", "H", "H", "H"], "coordinates": [[1.10, -0.40, -1.61], [0.68, 0.33, 0.50], [-0.75, 1.48, -0.90], [-0.97, -1.97, -0.03], [2.62, -0.70, 0.05], [-1.55, 0.79, 1.23], [-0.66, 0.49, 0.04], [1.44, -0.28, -0.45], [-1.06, -0.92, -0.60], [3.16, -1.39, -0.44], [-2.57, 0.93, 0.89], [-1.50, -0.04, 1.94], [-1.56, -0.81, -1.58], [-0.21, 1.22, -1.67], [3.03, -0.43, 0.93], [-1.20, 1.70, 1.71]], "lowdin_charge": [0.0845, 0.0811, 0.0489, 0.0958, 0.2094, 0.0304, -0.5533, -0.5867, -0.1865, 0.1205, 0.0976, 0.0952, 0.1408, 0.1100, 0.1169, 0.0954]}

[5]
{"formula": "C5H9F", "method": "ωB97M-V/def2-TZVPD", "e_homo_ev": -9.62, "max_force_ev_per_a": 8.341, "e_above_lowest_kcal_mol": 89.7, "species": ["F", "C", "C", "C", "C", "C", "H", "H", "H", "H", "H", "H", "H", "H", "H"], "coordinates": [[-0.45, -1.46, 1.31], [1.03, 1.56, 0.25], [-0.53, 0.36, -1.16], [-0.62, -0.82, -1.95], [-0.06, -0.03, 1.18], [0.45, 0.33, -0.04], [0.39, 2.40, 0.73], [1.11, -0.55, -0.09], [-1.24, 1.50, -1.50], [0.18, -1.82, -1.71], [0.73, -0.05, 2.02], [1.86, 1.61, 1.08], [1.51, 1.98, -0.60], [-0.85, 0.65, 1.49], [-1.25, -0.96, -2.83]], "lowdin_charge": [-0.1069, -0.1323, -0.1270, -0.0071, -0.2170, -0.5736, 0.1255, 0.1616, 0.2117, 0.1472, 0.1579, 0.1303, 0.0775, 0.1310, 0.0211]}

[6]
{"formula": "C20H24F12N2O8P2S2", "method": "ωB97M-V/def2-TZVPD", "e_homo_ev": -9.26, "max_force_ev_per_a": 9.192, "smiles": "O=COCCCC[C@]1(CCC(F)(F)C(F)(F)S(F)(F)(F)(F)F)[C@@](CP(=O)(O)O)(c2cccnc2)C(=O)N[C@]1(C(F)(F)F)P(O)(O)=S", "species": ["S", "S", "P", "P", "F", "F", "F", "F", "F", "F", "F", "F", "F", "F", "F", "F", "O", "O", "O", "O", "O", "O", "O", "O", "N", "N", "C", "C", "C", "C", "C", "C", "C", "C", "C", "C", "C", "C", "C", "C", "C", "C", "C", "C", "C", "C", "H", "H", "H", "H", "H", "H", "H", "H", "H", "H", "H", "H", "H", "H", "H", "H", "H", "H", "H", "H", "H", "H", "H", "H"], "coordinates": [[-0.30, 0.64, 5.14], [-3.60, -3.69, -3.13], [-0.23, -0.60, 3.59], [1.80, 4.00, 2.34], [-4.96, -3.68, -4.23], [-3.14, -0.07, 3.72], [-2.56, 0.37, -3.24], [-3.96, -1.42, -4.55], [-4.95, -1.46, -2.39], [-2.52, -3.76, -4.46], [-3.61, 0.73, 1.54], [-4.79, -3.72, -1.85], [-1.09, -1.50, -3.26], [-2.37, -3.78, -1.95], [-3.64, -5.40, -3.14], [-2.93, -1.60, 1.94], [3.46, 4.31, 2.87], [1.46, -0.97, 3.39], [4.89, -2.36, -2.65], [0.82, 4.26, 3.80], [-0.98, -2.08, 4.13], [2.65, -2.76, -1.60], [-1.39, 3.86, 1.44], [1.40, 5.03, 1.22], [-1.11, 1.72, 2.62], [0.47, 4.29, -2.85], [2.75, 2.62, -2.72], [-0.35, 0.40, 0.67], [-1.08, 0.27, 2.12], [-2.64, -0.16, 2.29], [3.10, -2.75, -0.20], [1.87, -3.11, 0.86], [2.39, 1.91, -1.31], [0.86, -0.67, 0.26], [-2.26, -0.75, -1.01], [1.77, 3.74, -3.32], [-3.70, -1.83, -3.12], [3.59, -2.01, -2.46], [0.40, 1.90, 0.72], [0.99, 2.51, -0.72], [-2.37, -1.01, -2.66], [0.49, -2.24, 0.56], [-1.19, 0.46, -0.72], [-0.79, 2.68, 1.51], [1.63, 2.14, 1.78], [0.19, 3.60, -1.56], [-2.04, -1.75, -0.45], [1.87, -0.46, 0.87], [2.15, 4.24, -4.35], [1.67, -4.27, 0.74], [-2.01, 2.08, 2.99], [0.06, -2.68, -0.46], [-1.82, 1.48, -0.79], [-0.52, 0.46, -1.71], [3.26, -1.01, -3.02], [2.69, 1.83, 1.41], [-0.36, -2.41, 1.35], [-3.35, -0.41, -0.71], [1.94, -0.62, 4.22], [-0.86, 3.95, -1.08], [2.31, -2.96, 1.93], [0.63, 3.35, 4.21], [1.49, 1.57, 2.82], [3.01, 1.09, -0.75], [1.17, -0.61, -0.87], [3.56, -1.69, 0.05], [3.75, 2.33, -3.29], [3.36, 4.85, 3.73], [-0.48, -2.90, 3.79], [3.99, -3.52, -0.05]], "lowdin_charge": [0.3392, 1.0899, 0.4869, 0.7582, -0.1981, -0.0082, -0.0068, 0.0013, 0.0237, -0.1704, 0.0219, -0.2103, 0.0081, -0.1907, -0.1770, -0.0020, -0.2340, -0.3030, -0.0457, -0.2300, -0.2578, -0.1476, 0.0289, -0.3420, -0.0125, 0.0301, -0.0496, -0.2109, -0.2861, -0.1663, -0.1980, -0.1488, 0.0051, -0.1354, -0.0612, -0.1158, -0.2188, -0.1208, -0.2331, -0.0803, -0.1904, -0.1749, -0.1052, -0.2785, -0.1645, -0.0435, 0.1091, 0.1079, 0.1119, 0.1271, 0.1366, 0.1209, 0.1489, 0.1402, 0.1657, 0.1032, 0.0935, 0.1356, 0.0921, 0.1264, 0.1066, 0.0433, 0.0763, 0.0915, 0.1197, 0.1225, 0.0943, 0.0926, 0.1093, 0.1499]}

[7]
{"formula": "C27H26Br49NO3", "method": "ωB97M-V/def2-TZVPD", "e_homo_ev": -9.21, "max_force_ev_per_a": 3.329, "species": ["Br", "Br", "Br", "Br", "Br", "Br", "Br", "Br", "Br", "Br", "Br", "Br", "Br", "Br", "Br", "Br", "Br", "Br", "Br", "Br", "Br", "Br", "Br", "Br", "Br", "Br", "Br", "Br", "Br", "Br", "Br", "Br", "Br", "Br", "Br", "Br", "Br", "Br", "Br", "Br", "Br", "Br", "Br", "Br", "Br", "Br", "Br", "Br", "Br", "O", "O", "O", "N", "C", "C", "C", "C", "C", "C", "C", "C", "C", "C", "C", "C", "C", "C", "C", "C", "C", "C", "C", "C", "C", "C", "C", "C", "C", "C", "C", "H", "H", "H", "H", "H", "H", "H", "H", "H", "H", "H", "H", "H", "H", "H", "H", "H", "H", "H", "H", "H", "H", "H", "H", "H", "H"], "coordinates": [[-2.57, -1.15, 8.36], [-5.14, 2.03, -7.96], [4.31, -5.53, 0.54], [-6.38, -0.20, -0.77], [10.45, 2.13, 1.74], [6.86, -6.27, -1.22], [2.68, -9.34, -0.07], [-2.20, -1.21, 4.43], [-7.56, 0.10, 2.19], [2.31, 0.86, 0.41], [8.19, -0.01, 0.99], [-9.42, -1.01, -0.17], [-1.73, 11.15, 1.80], [-3.44, -1.29, 1.48], [0.14, 7.03, -2.85], [6.54, -9.46, 2.60], [5.23, -11.26, -0.32], [4.36, -11.30, 4.05], [-5.13, -4.76, 9.25], [-2.86, 7.69, -1.95], [0.58, -1.02, 7.79], [0.55, -1.15, 11.60], [7.02, -3.86, 0.88], [-2.74, 0.04, -7.22], [4.99, -5.66, -4.25], [-5.59, 5.61, -6.77], [-0.52, 3.02, -3.94], [3.67, 3.64, 1.31], [-0.78, 7.45, -8.92], [-2.29, 0.33, 11.68], [0.31, 1.79, 12.85], [-6.01, -2.88, 6.82], [5.22, 1.64, -0.66], [-3.08, 11.10, -1.10], [-7.68, -2.84, 9.55], [-4.11, 9.09, 1.18], [-2.33, 6.10, -4.67], [5.67, -7.22, -6.95], [4.40, -9.38, -2.77], [-3.16, 5.40, -9.56], [7.33, -11.13, 5.22], [-6.49, 7.35, -9.31], [-2.54, 3.14, -6.47], [-2.12, 7.41, -11.83], [8.04, -6.29, -5.00], [-4.52, -3.29, 3.73], [-1.09, -3.62, 6.95], [-8.62, 5.51, -7.79], [9.27, 2.02, -1.24], [-1.67, 1.22, -1.55], [-2.51, -0.90, -1.51], [1.76, 2.82, -2.44], [2.94, -2.08, -0.70], [8.90, 1.75, 0.64], [3.97, 1.79, 0.80], [0.59, 2.95, -2.31], [0.34, -0.74, -0.06], [-1.02, -0.09, 0.31], [-1.28, 2.20, -0.59], [5.89, -4.86, -0.33], [-2.40, 7.14, -9.93], [-1.09, 1.41, 0.77], [4.44, -9.58, -0.85], [2.24, -1.32, -1.56], [-5.94, -3.08, 8.74], [-1.66, 7.43, -3.44], [-0.92, -2.16, 8.21], [-1.86, -0.04, -1.01], [2.37, -2.23, 0.53], [-0.37, 0.55, 11.53], [6.27, -5.90, -5.68], [-7.63, -0.90, 0.54], [-3.72, 1.63, -6.72], [-3.78, -1.55, 3.36], [-3.35, 10.83, 0.79], [-6.77, 5.72, -8.30], [1.11, -1.61, 0.84], [0.00, 3.10, -0.87], [0.99, -0.60, -1.38], [6.23, -11.07, 3.63], [-5.30, -2.29, 9.12], [4.41, 1.29, 1.66], [6.52, -11.91, 3.01], [-4.18, 1.42, -5.76], [-1.50, -0.87, 0.99], [-6.52, 4.89, -8.95], [-0.26, 4.19, -0.76], [2.69, -1.23, -2.58], [0.53, 0.01, -2.19], [6.33, -4.95, -6.21], [-2.09, 2.96, -0.43], [-0.73, -2.60, 9.18], [2.90, -2.86, 1.27], [5.07, -8.79, -0.46], [-4.52, -0.81, 3.66], [-0.35, 1.77, 1.52], [0.69, -1.79, 1.86], [-7.31, -1.91, 0.76], [-0.18, 0.98, 10.55], [0.75, 2.86, -0.08], [8.13, 2.47, 0.92], [-3.13, 7.88, -9.61], [-1.62, 8.37, -3.98], [5.56, -4.16, -1.10], [-4.08, 11.57, 1.12], [-2.05, 1.42, 1.37]], "lowdin_charge": [0.5455, 0.5660, 0.5801, 0.5611, 0.5670, 0.5437, 0.5531, 0.5667, 0.5565, 0.9462, 0.5207, 0.5744, 0.5695, 0.7838, 0.5809, 0.5412, 0.5465, 0.5592, 0.5654, 0.5301, 0.5588, 0.5703, 0.5674, 0.5913, 0.5366, 0.5048, 0.6735, 0.5689, 0.5676, 0.5457, 0.5783, 0.5256, 0.5817, 0.5395, 0.5692, 0.5432, 0.5108, 0.5682, 0.5568, 0.5296, 0.5672, 0.5648, 0.4772, 0.5695, 0.5577, 0.5591, 0.5603, 0.5763, 0.5579, -0.0120, 0.1303, 0.0095, 0.0410, -1.6409, -1.5030, -0.7644, -0.2749, -0.2492, -0.2629, -1.6013, -1.6202, -0.0785, -1.6305, -0.2005, -1.6386, -1.5879, -1.6022, -0.4583, -0.1782, -1.6200, -1.6129, -1.6282, -1.5811, -1.5424, -1.6105, -1.6328, -0.0997, -0.1012, -0.0927, -1.6328, -0.0731, -0.0245, -0.0328, -0.0192, -0.0144, -0.0483, 0.1257, 0.1204, 0.1204, -0.0290, 0.1540, -0.0552, 0.0861, -0.0804, -0.0347, 0.1151, 0.1162, -0.0290, -0.0364, 0.0385, -0.0398, -0.0420, -0.0247, -0.0338, -0.0299, 0.1130]}

[8]
{"formula": "C8H16IN2O", "method": "ωB97M-V/def2-TZVPD", "e_homo_ev": -11.94, "charge": 1, "max_force_ev_per_a": 6.593, "e_above_lowest_kcal_mol": 25.1, "species": ["I", "O", "N", "N", "C", "C", "C", "C", "C", "C", "C", "C", "H", "H", "H", "H", "H", "H", "H", "H", "H", "H", "H", "H", "H", "H", "H", "H"], "coordinates": [[-2.06, -1.29, 2.54], [-2.14, 0.52, 1.80], [0.75, 0.07, -0.61], [-0.63, 1.79, 0.25], [-0.18, -2.28, -1.01], [-0.61, 1.38, 1.55], [0.42, 0.28, 1.84], [0.94, -1.23, -2.91], [0.93, -1.33, -1.41], [-0.52, 2.49, 2.53], [-0.67, 0.63, -0.72], [1.10, -0.17, 0.81], [-0.95, -2.23, -1.68], [-1.48, 3.10, 2.74], [-0.49, -2.05, -0.05], [1.91, -0.90, -3.25], [-0.20, 2.24, 3.59], [-1.31, 2.52, -0.01], [-0.93, 1.09, -1.71], [0.29, -3.27, -1.10], [0.30, -0.57, -3.35], [0.24, 3.21, 2.13], [1.57, 0.67, -0.95], [0.71, 0.15, 2.81], [1.88, -1.70, -1.09], [1.89, -0.86, 0.98], [0.63, -2.25, -3.33], [-1.37, -0.01, -0.42]], "lowdin_charge": [0.9890, -0.8183, 0.0146, 0.0542, -0.0371, -0.4845, -0.0925, -0.0368, -0.2993, -0.0237, -0.0337, -0.0420, 0.0672, 0.1299, 0.0069, 0.0887, 0.1141, 0.1639, 0.1699, 0.1235, 0.0512, 0.1075, 0.2279, 0.0848, 0.1330, 0.1347, 0.1378, 0.0693]}